[1]
The following is a DFT calculation (ωB97M-V/def2-TZVPD) of 3 unconnected molecules or ions with the total composition C16H31BrNO6.

```
! wB97M-V def2-TZVPD RIJCOSX def2/J DEFGRID3
* xyz -1 1
Br 0.93 -0.80 0.36
O 1.11 -1.59 -2.28
O 1.57 1.02 -3.20
O 1.14 1.76 -1.12
O 1.04 2.35 3.69
O -2.99 0.88 1.15
O -2.59 -3.97 -3.15
N -0.83 -0.47 -1.74
C 3.03 -3.02 -2.29
C 1.19 0.88 -2.02
C -1.87 0.67 2.03
C 1.28 3.65 4.21
C 2.61 4.11 3.64
C -4.20 0.64 1.85
C 1.97 2.08 2.62
C 3.54 -3.59 -3.62
C -2.13 -2.79 -2.46
C 2.52 -1.57 -2.40
C -2.45 0.58 3.43
C 0.59 -0.51 -1.61
C -2.42 -1.53 -3.27
C -1.29 -0.49 -3.14
C 2.63 3.41 2.28
C -3.82 -0.02 3.16
H -4.86 0.03 1.24
H -1.16 1.49 1.92
H -1.13 0.38 -1.30
H 2.79 -1.22 -3.39
H 3.49 -4.67 -3.59
H -3.74 -1.11 3.02
H 3.88 -3.03 -1.61
H -1.07 -2.94 -2.33
H 2.71 1.35 2.98
H 1.29 3.61 5.31
H 3.01 -0.98 -1.63
H 3.44 3.75 4.26
H -2.61 -2.77 -1.49
H 2.96 -3.23 -4.46
H -2.63 -1.78 -4.31
H -4.55 0.16 3.96
H -1.83 -0.02 4.10
H -1.37 -0.26 1.74
H 1.44 1.65 1.77
H -0.49 -0.67 -3.85
H -1.70 0.48 -3.38
H -3.51 -3.82 -3.38
H 3.63 3.29 1.86
H 2.69 5.20 3.57
H 2.26 -3.66 -1.86
H -3.30 -1.07 -2.82
H 0.46 4.31 3.90
H 2.02 3.95 1.57
H -4.69 1.61 2.03
H 4.56 -3.28 -3.79
H -2.55 1.58 3.86
*
```

Computed properties:
Lowest unoccupied orbital energy ... 2.93 eV
Gap between HOMO and LUMO ... 7.704 eV
E ... -3708.480334 hartree
M ... 413.3 g/mol


[2]
The following is a DFT calculation (ωB97M-V/def2-TZVPD) of a molecular structure, C16H31CoF3O3P2S.

```
! wB97M-V def2-TZVPD RIJCOSX def2/J DEFGRID3
* xyz 0 4
Co -3.31 -0.95 -0.60
S -3.45 -0.43 2.01
P 1.00 -2.07 0.11
P 0.68 0.73 -2.26
F -5.06 0.40 3.98
F -5.11 1.75 2.25
F -3.37 1.76 3.58
O -2.53 -0.98 2.97
O -2.79 0.35 0.92
O -4.42 -1.33 1.35
C 2.01 -0.53 -2.14
C -0.64 0.03 -3.27
C -0.22 -3.43 0.28
C -0.13 0.81 0.18
C 2.07 2.67 1.47
C 2.40 1.48 2.43
C -4.31 0.98 3.01
C 1.50 -0.64 1.60
C 2.53 -2.95 0.83
C 0.91 1.77 -0.53
C 2.60 0.22 1.66
C 1.36 2.04 -3.30
C 1.61 -1.91 -1.62
C -4.43 0.38 -1.45
C 2.13 2.12 0.08
C 0.15 0.25 1.54
H 2.50 -2.55 -1.70
H 2.73 3.53 1.68
H -5.36 0.15 -1.98
H -4.53 1.20 -0.72
H 1.43 -1.37 2.42
H 2.11 1.61 -3.98
H 1.53 1.35 3.08
H 2.75 -3.89 0.30
H 0.15 1.05 2.28
H 0.45 2.72 -0.85
H -1.16 -0.81 -2.80
H 3.16 1.75 3.15
H 3.54 -0.09 1.24
H 1.04 2.99 1.67
H 2.84 -0.09 -1.58
H 2.31 -0.60 -3.19
H 0.57 2.51 -3.89
H -1.13 1.28 0.13
H -0.89 -3.46 -0.60
H -0.82 -3.27 1.19
H 0.86 -2.38 -2.28
H -0.18 -0.35 -4.20
H -0.29 -0.10 -0.46
H 3.42 -2.29 0.83
H 1.85 2.83 -2.71
H -0.70 -0.37 1.85
H 3.03 2.29 -0.52
H -1.38 0.80 -3.53
H 0.30 -4.41 0.35
H 2.34 -3.22 1.87
H -3.63 0.66 -2.15
*
```

Computed properties:
Lowest unoccupied orbital energy (spin up / spin down) ... -0.69 / -0.67 eV
Gap between HOMO and LUMO (spin up / spin down) ... 5.317 / 5.038 eV
E ... -3616.814861 hartree
M ... 481.4 g/mol
Energy above the lowest of the compared OMol25 structures with the same formula, charge and spin ... 2.334 eV


[3]
The following is a DFT calculation (ωB97M-V/def2-TZVPD) of a molecular structure, C16H31CoN6O5PS3.

```
! wB97M-V def2-TZVPD RIJCOSX def2/J DEFGRID3
* xyz 0 2
Co 0.00 0.24 -0.22
S 0.99 -1.72 0.43
S -0.90 -3.91 -0.75
S -1.39 5.00 -4.96
P 1.02 -2.91 -1.31
O 1.91 -4.17 -0.99
O -0.08 4.68 -5.50
O -1.59 6.37 -4.56
O -2.51 4.38 -5.65
O 2.08 -2.09 -2.24
N -1.68 -0.79 -0.97
N 1.61 1.48 0.56
N 3.98 1.60 1.16
N 2.32 2.59 2.62
N 2.81 3.60 0.47
N -1.48 1.84 0.18
C -0.70 2.22 -2.11
C 3.68 -4.66 0.56
C 3.60 1.87 2.54
C -2.27 3.78 -1.17
C 4.08 2.87 0.44
C 1.78 2.79 -0.15
C 2.45 3.85 1.87
C -2.23 4.51 -2.35
C -1.50 2.64 -1.05
C 0.78 -1.32 -4.17
C -1.42 4.09 -3.39
C 1.30 1.78 1.99
C 2.94 0.79 0.54
C -0.66 2.94 -3.29
C 1.64 -0.94 -2.98
C 3.35 -4.19 -0.83
H 0.48 -0.44 -4.74
H 3.22 4.46 2.33
H 1.10 -0.27 -2.31
H 3.76 -3.19 -1.01
H -1.52 -1.80 -0.84
H 3.51 0.93 3.08
H -2.55 -0.58 -0.49
H 4.36 2.68 -0.60
H 2.55 -0.44 -3.31
H -0.04 2.65 -4.13
H 3.24 -5.65 0.74
H -0.09 1.33 -1.97
H 4.85 3.49 0.91
H 3.22 0.60 -0.50
H 1.34 -1.99 -4.82
H -2.90 4.11 -0.34
H 4.76 -4.73 0.68
H -2.80 5.42 -2.47
H -2.39 1.43 0.32
H -1.84 -0.63 -1.96
H 1.50 4.39 1.90
H 3.73 -4.88 -1.58
H -0.11 -1.86 -3.83
H 4.38 2.48 3.02
H 2.86 -0.15 1.08
H 0.84 3.33 -0.13
H 2.06 2.59 -1.18
H 1.20 0.84 2.53
H 0.36 2.32 2.04
H -1.33 2.45 0.98
H 3.27 -3.98 1.31
*
```

Computed properties:
Lowest unoccupied orbital energy (spin up / spin down) ... -1.88 / -1.47 eV
Gap between HOMO and LUMO (spin up / spin down) ... 6.075 / 6.481 eV
E ... -4251.677659 hartree
M ... 573.6 g/mol
Energy above the lowest of the compared OMol25 structures with the same formula, charge and spin ... 3.638 eV


[4]
The following is a DFT calculation (ωB97M-V/def2-TZVPD) of a molecular structure, C16H31CrNOP2.

```
! wB97M-V def2-TZVPD RIJCOSX def2/J DEFGRID3
* xyz 0 5
Cr 0.57 0.02 3.53
P 0.58 0.18 1.26
P -0.17 1.95 -1.23
O -0.72 -3.65 2.06
N -0.09 -1.76 3.37
C -1.35 3.16 -1.90
C 0.79 -2.32 -2.31
C 0.75 0.16 5.60
C 0.63 2.79 0.15
C -2.38 -1.50 -2.34
C -1.02 0.69 2.06
C 1.09 1.85 -2.56
C -0.06 -0.71 -0.49
C 2.05 -0.69 2.03
C 1.45 1.80 0.97
C -1.72 -2.82 -2.05
C 1.13 -1.32 -1.18
C -1.49 -0.26 -2.58
C -0.43 -3.18 -2.08
C -0.42 -2.72 2.74
C -0.96 0.27 -1.25
H 2.05 1.46 -2.19
H -2.02 2.70 -2.63
H 1.24 2.88 -2.94
H 1.56 -0.51 5.96
H -0.65 -1.50 0.02
H -0.79 3.97 -2.40
H 1.29 3.57 -0.26
H -1.34 1.65 1.65
H -1.81 -0.02 1.82
H -0.22 -0.20 6.01
H 2.91 -0.32 1.44
H -0.19 -4.25 -1.98
H -0.99 0.82 3.20
H -2.46 -3.60 -1.86
H 0.70 -1.78 -3.27
H -1.94 3.61 -1.09
H 1.66 -2.99 -2.41
H 2.29 -0.39 3.10
H 0.74 1.24 -3.40
H -3.05 -1.31 -1.49
H 1.69 2.24 1.96
H -2.10 0.53 -3.06
H -1.84 0.42 -0.61
H 0.94 1.19 5.91
H 1.72 -1.85 -0.42
H 1.78 -0.53 -1.59
H -0.15 3.30 0.74
H 2.03 -1.78 1.94
H -3.05 -1.60 -3.20
H 2.41 1.57 0.49
H -0.66 -0.48 -3.26
*
```

Computed properties:
Lowest unoccupied orbital energy (spin up / spin down) ... 0.27 / 0.12 eV
Gap between HOMO and LUMO (spin up / spin down) ... 4.308 / 5.358 eV
E ... -2485.101222 hartree
M ... 367.4 g/mol
Energy above the lowest of the compared OMol25 structures with the same formula, charge and spin ... 3.255 eV